C24H24IN3O2SSn as an isolated structure in a non-equilibrium geometry, computed with ωB97M-V/def2-TZVPD.

```
56
Properties=species:S:1:pos:R:3:mulliken_charge:R:1
Sn 0.99 0.05 -0.69 1.5700
O -3.00 -0.51 -0.59 -0.6727
S -1.83 -0.21 -1.36 1.4240
O -1.12 1.06 -1.02 -0.6300
N -0.61 -1.24 -1.11 -0.0544
C -0.66 -2.47 -0.43 0.1464
C -1.71 -3.34 -0.33 -0.5122
C -1.54 -4.58 0.34 -0.9318
C -0.36 -4.93 0.91 -0.9744
C 0.73 -4.02 0.87 0.8713
C 1.98 -4.27 1.48 -0.4816
C 2.98 -3.33 1.42 -0.9325
C 2.73 -2.12 0.77 -0.0159
N 1.57 -1.86 0.18 -0.0144
C 0.57 -2.79 0.20 0.2430
C -2.13 -0.20 -3.07 0.4275
C -2.22 -1.42 -3.74 -0.3241
C -2.51 -1.41 -5.09 -0.7252
C -2.70 -0.20 -5.75 -0.4693
C -2.61 1.00 -5.07 -0.7462
C -2.33 1.02 -3.72 -0.2291
H -2.66 -3.09 -0.77 0.5357
H -2.38 -5.26 0.38 0.4320
H -0.23 -5.89 1.39 0.4453
H 2.13 -5.20 2.01 0.4810
H 3.95 -3.51 1.86 0.4349
H 3.49 -1.35 0.72 0.5564
H -2.05 -2.35 -3.21 0.2715
H -2.58 -2.34 -5.63 0.4325
H -2.92 -0.20 -6.81 0.4165
H -2.77 1.94 -5.60 0.4182
H -2.24 1.95 -3.17 0.4051
C -1.38 2.89 1.67 -0.6884
N -0.78 2.25 2.88 -0.0197
C -0.42 3.29 3.90 -0.9442
C 0.36 1.29 2.58 -1.2801
C 1.50 1.91 1.81 0.5445
C 2.36 2.77 2.48 -0.5010
C 3.36 3.47 1.80 -0.8404
C 3.52 3.29 0.44 -0.8378
C 2.74 2.36 -0.24 -0.5797
C 1.73 1.67 0.44 0.4473
H -2.21 3.52 2.00 0.4070
H -1.73 2.12 0.99 0.1918
H -0.62 3.49 1.19 0.3506
H -1.51 1.67 3.31 0.3388
H 0.29 3.98 3.45 0.4929
H 0.00 2.81 4.78 0.3561
H -1.33 3.82 4.17 0.3568
H -0.08 0.45 2.04 0.2457
H 0.70 0.94 3.55 0.5133
H 2.26 2.91 3.55 0.6381
H 4.00 4.14 2.35 0.4353
H 4.28 3.85 -0.09 0.4472
H 2.93 2.18 -1.28 0.2615
I 2.05 0.00 -3.10 -0.1331
```

As for the HOMO energy: -13.972 eV. Its charge is +2. As for the orbital gap: 7.884 eV. The calculation puts the energy above the lowest of the compared OMol25 structures with the same formula, charge and spin at 7.3 kcal per mole. The value obtained for the LUMO energy is -6.0879 eV.